1.
{"formula": "C4H3O2", "method": "ωB97M-V/def2-TZVPD", "charge": 1, "e_homo_ev": [-15.337, -15.859], "spin_multiplicity": 1, "elements": ["C", "C", "C", "C", "O", "O", "H", "H", "H"], "xyz": [[0.93772, 1.80298, -1.81275], [0.61162, 1.20044, -0.83066], [0.22349, -1.65130, 1.05154], [-1.50190, 0.19278, 0.67760], [-2.35130, 0.93751, 0.58468], [-0.59263, -0.53483, 0.73841], [1.47403, 1.62635, -2.72092], [0.46474, -1.57148, 2.12398], [0.73423, -2.00246, 0.18814]], "forces_ev_per_a": [[2.0, 1.5, -4.4], [-1.8, -1.8, 4.6], [-0.2, 0.3, 1.8], [-1.1, 0.9, -0.2], [0.1, -0.1, 0.1], [0.6, -0.8, -0.1], [0.0, 0.7, -0.5], [0.2, -0.5, -0.9], [0.3, -0.2, -0.3]], "mulliken_charge": [-0.179, -0.162, -0.244, 0.724, -0.137, -0.006, 0.306, 0.337, 0.362]}

=====

2.
{"formula": "C4H3O2", "method": "ωB97M-V/def2-TZVPD", "charge": 1, "e_homo_ev": -13.899, "spin_multiplicity": 1, "elements": ["C", "C", "C", "C", "O", "O", "H", "H", "H"], "xyz": [[0.78338, -1.26935, -0.58093], [1.80930, -0.77414, -0.11967], [-2.39353, 0.89415, 0.30308], [3.02689, -0.29013, 0.08965], [3.86942, 0.39969, 0.37257], [-1.20563, 0.75694, 0.07304], [-0.13518, -1.70347, -0.94239], [-3.10382, 0.20385, -0.11163], [-2.65084, 1.78247, 0.91626]], "forces_ev_per_a": [[1.5, 0.9, 0.9], [-2.1, -2.0, -1.5], [2.0, 1.2, 0.3], [0.0, 2.1, 0.9], [0.4, -1.0, -0.4], [-0.4, -0.5, -0.1], [0.1, 0.1, 0.1], [-0.8, -0.3, -0.1], [-0.6, -0.5, -0.2]], "mulliken_charge": [0.198, 0.020, -0.079, 0.412, -0.035, -0.401, 0.383, 0.239, 0.263]}

=====

In order of appearance, energy = -304.057617, -304.262431 hartree.